Below is a cluster of 2 separate species, CH5N4O2 in total at a distorted geometry, with properties calculated with ωB97M-V with the def2-TZVPD basis set.

The geometry in XYZ format:
```
12
Properties=species:S:1:pos:R:3:forces:R:3:lowdin_charge:R:1
C 2.421493 0.676826 -1.047809 -3.2 -1.1 1.2 -0.46
N 2.953131 1.291665 -0.026351 0.5 0.4 -0.5 0.23
N 0.737922 0.408690 -0.737458 1.4 4.9 2.8 0.22
N -0.437462 -1.652505 0.632324 -0.7 1.5 2.3 0.21
N -0.616574 -2.442184 -0.119452 1.2 2.2 1.9 -0.31
O 2.684157 0.375165 -2.117871 1.2 -0.5 -2.2 0.24
O -0.563596 -3.178164 -0.962407 -0.8 -4.1 -4.0 0.19
H 2.527912 1.443940 0.875994 0.1 0.1 -0.2 0.15
H 3.594767 1.923357 -0.480437 0.9 0.6 1.2 0.16
H 0.224602 -0.050012 -1.417403 -1.1 -1.7 -1.6 0.10
H 0.439476 0.300505 0.234853 0.0 -1.4 -0.2 0.10
H 0.425310 1.419091 -0.777842 0.3 -1.0 -0.8 0.17
```
Forces are in eV/Å.

Calculated values
ΔE to the lowest compared entry with this formula, charge and spin (kcal/mol): 20.8
Orbital gap (Ha): 0.436
Net charge: +1
Electronic energy (Ha): -410.25994
Strongest force on any atom (hartree/bohr): 0.1128
HOMO (eV): -15.86